No. 1
{"formula": "C16H13F3N4OS", "method": "the ωB97M-V functional and the def2-TZVPD basis", "elements": ["H", "C", "C", "H", "H", "H", "C", "C", "N", "H", "N", "C", "O", "C", "C", "H", "F", "C", "C", "H", "H", "S", "C", "C", "H", "F", "C", "C", "H", "C", "H", "C", "N", "F", "H", "N", "C", "H"], "positions_angstrom": [[0.343, -7.902, -1.792], [0.669, 6.732, 3.360], [0.166, -0.757, -0.222], [1.112, -3.724, -2.191], [-0.466, 1.244, -2.820], [-1.148, -7.427, 0.128], [1.046, -5.846, -2.084], [-1.046, -1.818, -2.054], [1.629, 3.837, 1.151], [0.989, 2.475, -1.275], [-1.613, 5.065, 2.254], [0.777, 1.806, -0.363], [-0.375, -2.925, 0.142], [-0.157, -4.285, -0.460], [0.482, -4.463, -1.598], [-1.961, 4.377, 1.800], [2.171, 6.961, 3.869], [-0.575, 0.515, -2.303], [0.344, 3.619, 1.253], [0.618, -0.652, 0.567], [-1.243, -2.758, -2.496], [-0.654, 2.621, 0.631], [0.166, 0.523, -1.233], [-0.201, -1.870, -0.873], [1.481, -5.940, -3.098], [0.431, 7.746, 2.840], [0.845, 5.530, 2.423], [-1.092, -0.689, -2.949], [-1.429, -5.004, 1.009], [-0.640, -6.534, -0.540], [1.441, 1.455, 0.455], [0.166, -6.929, -1.521], [-0.213, 4.645, 1.968], [0.057, 6.316, 4.401], [-1.563, -0.711, -3.694], [2.086, 4.938, 1.767], [-0.670, -5.393, 0.219], [-1.973, 5.222, 3.331]], "forces_ev_per_a": [[-0.088, -2.214, -0.637], [8.657, -9.472, 1.453], [-3.183, 3.227, -13.129], [-1.529, -0.136, 1.190], [0.426, 9.370, -6.511], [0.854, 1.885, -2.171], [-6.387, 0.850, 1.783], [2.222, 1.452, -2.438], [1.395, -0.050, -0.360], [0.737, -0.275, 2.381], [3.932, 4.897, 4.547], [-2.975, -1.728, -3.581], [0.838, -2.555, -3.765], [-1.154, 2.555, 3.209], [6.809, -2.638, -5.264], [-4.943, -5.453, -3.192], [-3.175, -0.565, -0.778], [-1.235, -8.737, 1.400], [2.906, 6.952, 4.024], [4.463, 0.683, 8.495], [-0.922, -0.964, -0.138], [-3.067, -6.620, -4.596], [1.398, -2.180, 9.624], [-3.219, -0.410, 3.057], [0.262, 0.187, 1.058], [-3.436, 8.630, -3.222], [2.545, -4.482, -4.263], [6.975, -1.001, 16.043], [1.477, -1.820, -0.943], [-2.994, -4.358, 6.495], [0.163, 0.660, -1.398], [4.644, 4.738, -2.754], [1.920, 5.181, 4.450], [-1.984, 0.724, 2.088], [-6.661, -0.195, -11.091], [-5.433, 1.799, 2.878], [-2.170, 3.491, -0.550], [1.931, -1.429, -3.395]], "smiles": "Nn1c(SCc2cccc(Oc3ccccc3)c2)nnc1C(F)(F)F", "fmax_ev_per_a": 17.52, "e_homo_ha": -0.3074, "charge": 0, "gap_ev": 8.464, "total_energy_ha": -1609.00980}

=====

No. 2
{"formula": "C16H13FN2O4", "method": "the ωB97M-V functional and the def2-TZVPD basis", "elements": ["H", "H", "C", "C", "C", "H", "C", "O", "F", "H", "H", "C", "H", "C", "C", "C", "H", "C", "O", "O", "N", "H", "H", "C", "C", "N", "H", "C", "H", "C", "C", "O", "H", "C", "C", "H"], "positions_angstrom": [[3.982, 1.173, -1.394], [-1.983, -2.808, 0.336], [1.224, -2.814, -0.742], [-1.321, 0.981, -0.714], [-3.781, 0.392, 0.348], [-0.465, -4.050, -1.216], [-0.946, -2.529, 0.215], [2.641, 1.556, 2.086], [-4.985, 0.099, 0.872], [2.120, 2.642, -1.876], [2.537, 0.235, -1.766], [2.296, 0.607, 1.423], [1.927, -3.324, -1.380], [-2.200, 0.155, -1.410], [-2.929, 1.224, 1.054], [-3.439, -0.146, -0.881], [-4.134, -0.786, -1.400], [3.161, 0.055, 0.284], [0.826, 1.888, -0.460], [0.347, 0.877, -2.409], [1.125, -0.048, 1.629], [0.470, 0.321, 2.307], [-1.889, -0.247, -2.362], [-0.102, -3.215, -0.639], [0.014, 1.234, -1.304], [-0.553, -1.496, 0.948], [-1.009, 2.168, 1.042], [1.646, -1.732, 0.013], [-3.241, 1.625, 2.005], [0.703, -1.110, 0.845], [-1.692, 1.518, 0.517], [2.943, -1.321, 0.002], [4.200, 0.108, 0.624], [3.000, 0.884, -1.019], [2.156, 2.152, -0.897], [2.566, 2.832, -0.148]], "forces_ev_per_a": [[0.017, -0.012, -0.015], [-0.091, -0.118, -0.068], [0.076, 0.365, 0.238], [-0.179, 0.054, 0.023], [0.198, 0.054, -0.046], [-0.062, -0.081, -0.044], [-0.024, -0.227, -0.092], [0.157, 0.258, -0.032], [0.071, 0.015, -0.030], [0.019, -0.017, 0.164], [0.115, 0.065, 0.075], [0.163, -0.417, 0.089], [0.091, -0.036, -0.084], [0.188, 0.213, 0.085], [-0.224, -0.085, 0.017], [-0.140, 0.012, 0.155], [-0.087, -0.058, -0.034], [0.267, 0.565, -0.220], [-0.238, 0.057, 0.131], [-0.001, 0.096, 0.027], [-0.145, -0.081, 0.393], [0.105, 0.006, -0.061], [0.021, -0.041, -0.074], [0.001, 0.024, 0.012], [-0.006, -0.087, -0.256], [0.188, 0.220, 0.280], [0.047, 0.049, 0.068], [-0.439, -0.118, -0.101], [-0.054, 0.028, 0.086], [0.208, -0.371, -0.316], [0.008, -0.067, -0.255], [-0.060, -0.382, 0.197], [-0.302, 0.031, 0.051], [-0.318, 0.040, 0.216], [0.518, 0.101, -0.457], [-0.088, -0.055, -0.122]], "smiles": "O=C(OCC[C@@H]1Oc2cccnc2NC1=O)c1ccc(F)cc1", "fmax_ev_per_a": 0.70, "e_homo_ha": -0.3183, "charge": 0, "relative_energy_kcal_mol": 0.0, "gap_ev": 9.100, "total_energy_ha": -1127.89739}

=====

No. 3
{"formula": "C16H13IN4Tl", "method": "the ωB97M-V functional and the def2-TZVPD basis", "elements": ["H", "C", "H", "C", "C", "C", "H", "C", "H", "N", "H", "H", "H", "I", "C", "N", "H", "H", "C", "C", "N", "C", "C", "N", "H", "C", "Tl", "C", "C", "C", "H", "H", "C", "C", "H"], "positions_angstrom": [[1.270, 0.724, -4.123], [-2.828, 1.808, 2.693], [0.286, -3.442, -4.144], [3.427, -0.440, 0.671], [-0.500, -2.240, -2.547], [3.709, 0.221, 1.856], [1.461, -1.502, -5.195], [-2.810, -0.687, 1.445], [-1.567, 2.450, 1.080], [-1.340, 0.284, -0.300], [4.473, -0.146, 2.528], [-1.035, -3.033, -2.043], [1.442, 2.692, 1.479], [4.446, -2.173, 0.127], [0.230, -2.455, -3.705], [0.084, 0.074, -2.574], [2.205, -0.438, -1.095], [-2.841, 2.775, 3.177], [0.881, -1.385, -4.291], [-2.102, 0.382, 0.896], [1.751, 1.164, 0.128], [-3.531, 0.745, 3.238], [-2.114, 1.625, 1.520], [-1.310, -0.832, -0.824], [-4.074, -1.323, 3.044], [-0.546, -0.963, -2.014], [-0.067, 2.371, -1.386], [0.777, -0.139, -3.689], [2.022, 1.800, 1.270], [-3.521, -0.499, 2.614], [3.175, 1.912, 3.072], [-4.093, 0.886, 4.152], [2.444, 0.063, -0.164], [2.988, 1.366, 2.159], [-2.791, -1.645, 0.945]], "forces_ev_per_a": [[0.002, -0.007, 0.001], [-0.014, 0.015, 0.028], [-0.006, 0.007, 0.010], [0.066, -0.149, -0.048], [-0.055, -0.037, 0.067], [-0.023, 0.043, 0.015], [-0.008, 0.010, 0.007], [0.076, -0.044, -0.128], [-0.012, 0.025, 0.026], [0.003, 0.149, -0.040], [-0.004, 0.001, -0.003], [0.011, -0.009, -0.017], [0.016, 0.001, -0.002], [-0.045, 0.077, 0.022], [0.003, -0.039, -0.008], [-0.145, -0.038, 0.162], [0.008, 0.034, 0.016], [0.010, -0.003, -0.014], [0.020, 0.021, -0.001], [-0.076, 0.067, 0.174], [0.029, 0.050, 0.034], [-0.007, -0.012, 0.010], [0.051, -0.025, -0.101], [-0.044, -0.237, 0.072], [0.002, 0.002, -0.004], [0.145, -0.032, -0.272], [0.091, 0.081, -0.035], [0.001, 0.066, 0.004], [-0.026, -0.019, -0.042], [-0.008, 0.017, 0.019], [-0.011, 0.006, -0.007], [0.002, -0.013, -0.009], [-0.057, 0.021, -0.012], [0.034, -0.027, 0.036], [-0.028, -0.003, 0.041]], "fmax_ev_per_a": 0.31, "e_homo_ha": -0.4385, "charge": 1, "relative_energy_kcal_mol": 0.0, "gap_ev": 7.762, "total_energy_ha": -1306.49407}

=====

No. 4
{"formula": "C16H13N3O4S", "method": "the ωB97M-V functional and the def2-TZVPD basis", "elements": ["C", "H", "H", "H", "H", "H", "H", "N", "C", "C", "N", "O", "O", "S", "C", "C", "H", "N", "H", "C", "H", "C", "C", "H", "C", "C", "C", "O", "C", "H", "C", "C", "H", "C", "O", "H", "C"], "positions_angstrom": [[2.060, -3.432, 2.952], [-3.638, 1.940, -0.246], [0.670, 1.549, -1.802], [-1.743, 0.623, -0.788], [-4.868, 4.729, -4.132], [2.700, 1.119, -0.957], [-2.549, 3.889, -3.896], [0.635, -4.303, 1.161], [-3.301, 3.654, -3.157], [-5.185, 3.017, -1.234], [0.254, 1.216, -0.935], [4.456, 0.024, 0.225], [0.336, -5.217, 1.898], [0.284, 0.249, 1.486], [2.823, -1.314, 1.313], [-3.892, 2.548, -1.100], [4.049, -0.699, 2.948], [2.318, 0.509, -0.239], [-5.923, 2.770, -0.486], [3.348, -1.439, 2.595], [1.536, -2.217, -0.170], [1.940, -2.271, 0.830], [1.566, -3.319, 1.656], [-1.314, 2.071, 0.136], [-5.539, 3.801, -2.322], [0.972, 0.658, 0.045], [-2.933, 2.863, -2.065], [0.208, -4.156, 0.035], [3.290, -0.213, 0.427], [3.353, -2.565, 4.414], [-4.594, 4.119, -3.285], [2.956, -2.487, 3.414], [1.734, -4.255, 3.569], [-1.537, 2.403, -1.994], [-0.706, 2.680, -2.834], [-6.552, 4.162, -2.418], [-1.139, 1.538, -0.806]], "forces_ev_per_a": [[-0.237, -0.135, -0.175], [0.045, -0.084, 0.113], [-0.007, -0.126, 0.137], [-0.029, 0.147, 0.075], [-0.018, 0.049, -0.069], [0.034, -0.178, 0.127], [0.046, 0.017, -0.049], [-0.288, -0.332, -0.209], [0.144, -0.112, 0.107], [-0.153, 0.025, 0.032], [0.344, 0.149, -0.464], [0.025, 0.035, 0.071], [-0.117, -0.249, 0.170], [-0.348, 0.069, 0.400], [0.262, -0.546, 0.280], [0.278, 0.020, -0.162], [0.078, 0.060, 0.037], [-0.089, 0.545, -0.831], [-0.053, -0.022, 0.060], [-0.021, 0.043, -0.289], [-0.031, 0.023, 0.002], [0.018, -0.235, 0.046], [0.872, 0.898, 0.372], [-0.079, -0.081, -0.100], [0.028, -0.045, 0.063], [-0.363, 0.013, 0.395], [-0.532, 0.339, -0.289], [-0.136, -0.009, -0.262], [0.017, -0.122, 0.194], [0.021, -0.021, 0.081], [-0.011, 0.017, -0.024], [-0.001, 0.093, -0.080], [0.008, -0.018, 0.014], [0.391, -0.307, 0.274], [-0.119, 0.060, -0.044], [-0.086, 0.026, -0.002], [0.105, -0.003, -0.003]], "smiles": "O=C(CNC(=S)NC(=O)c1cccc([N+](=O)[O-])c1)c1ccccc1", "fmax_ev_per_a": 1.31, "e_homo_ha": -0.3128, "charge": 0, "relative_energy_kcal_mol": 0.0, "gap_ev": 8.061, "total_energy_ha": -1480.87092}

=====

No. 5
{"formula": "C16H14BCdF5N6", "method": "the ωB97M-V functional and the def2-TZVPD basis", "elements": ["N", "C", "H", "F", "F", "C", "H", "H", "H", "C", "F", "C", "H", "H", "Cd", "H", "C", "H", "C", "N", "C", "H", "F", "N", "C", "C", "N", "B", "F", "N", "C", "C", "H", "C", "N", "H", "C", "C", "H", "H", "C", "C", "H"], "positions_angstrom": [[1.604, -0.086, -0.747], [-2.021, -2.824, -2.774], [-0.282, 2.466, -4.360], [2.173, -1.312, 5.205], [1.567, -1.769, 2.586], [-1.143, 3.362, -2.466], [-1.486, 4.340, -2.718], [-1.283, -1.631, 1.690], [3.070, 0.024, 0.799], [3.003, -0.116, -2.486], [1.092, 0.848, 6.523], [2.861, -0.040, -0.264], [-2.845, -2.442, 2.042], [-2.499, -2.682, -0.581], [-0.419, -0.274, 0.520], [4.849, -0.068, -1.265], [-2.289, -1.496, 2.142], [0.714, 0.000, -4.175], [-1.131, -2.046, -3.508], [1.704, -0.111, -2.121], [-0.260, 1.319, 3.165], [-2.874, -0.692, 1.676], [-1.088, 2.195, 2.516], [-0.266, 1.326, -2.589], [1.369, -0.450, 4.553], [3.775, -0.075, -1.331], [-0.557, -1.159, -2.669], [0.432, -0.006, -3.013], [-0.505, 2.619, 5.152], [-0.676, 1.514, -1.299], [-1.946, -2.350, -1.453], [1.060, -0.655, 3.200], [-2.638, -3.621, -3.142], [0.830, 0.652, 5.215], [-1.044, -1.348, -1.389], [-1.599, 3.124, -0.272], [0.018, 1.549, 4.522], [0.243, 0.216, 2.512], [-0.860, -2.049, -4.555], [-2.176, -1.273, 3.212], [-1.206, 2.736, -1.201], [-0.538, 2.431, -3.314], [3.269, -0.146, -3.536]], "forces_ev_per_a": [[0.602, 0.198, 0.237], [0.170, 0.246, 0.080], [-0.040, 0.120, -0.061], [-1.480, 1.577, -1.154], [-0.951, 2.102, 1.240], [-0.416, 0.742, 0.596], [-0.158, 0.447, -0.188], [-0.986, -0.690, 0.689], [-0.150, -0.109, -0.232], [-0.177, 0.093, 0.465], [-0.326, -0.213, -1.742], [-0.501, -0.126, -1.257], [0.239, 0.414, -0.021], [0.214, 0.087, -0.157], [1.209, 0.496, -2.537], [0.002, -0.018, -0.044], [-0.445, -0.608, 0.232], [-0.122, 0.117, 0.123], [-0.262, 0.041, 0.834], [-0.230, -0.010, 0.491], [-0.682, -0.185, -2.140], [0.185, -0.133, -0.017], [1.337, -1.341, 1.136], [-0.427, 2.327, -2.259], [1.578, -0.923, 2.781], [-0.085, 0.065, -0.033], [-0.087, 0.210, 0.683], [0.519, -1.169, 0.718], [0.996, -1.985, -1.129], [-1.406, 1.980, 1.931], [0.731, 0.438, -1.040], [0.067, -1.204, -2.131], [-0.047, -0.084, -0.048], [0.502, 0.020, 1.699], [-0.640, -0.434, 0.004], [0.043, -0.098, -0.107], [-0.550, 2.004, 2.522], [-0.261, 0.567, -0.438], [-0.100, -0.068, 0.131], [0.101, -0.059, -0.390], [0.736, -1.759, 0.131], [1.245, -3.095, 0.140], [0.051, 0.015, 0.262]], "fmax_ev_per_a": 3.34, "e_homo_ha": [-0.5463, -0.5418], "charge": 2, "gap_ev": [3.875, 4.236], "total_energy_ha": -1637.85082}

=====

No. 6
{"formula": "C16H14BaF9IN2O", "method": "the ωB97M-V functional and the def2-TZVPD basis", "elements": ["C", "C", "C", "H", "N", "H", "H", "C", "F", "C", "C", "F", "C", "H", "C", "C", "H", "H", "N", "O", "H", "F", "C", "H", "F", "C", "H", "H", "H", "C", "Ba", "H", "C", "H", "C", "I", "F", "F", "C", "F", "H", "C", "F", "F"], "positions_angstrom": [[-0.412, 0.604, -3.496], [1.101, -3.107, 1.242], [-0.276, 2.489, -2.053], [-0.279, 2.822, -1.014], [-0.596, -1.594, -2.425], [1.866, -2.526, 1.751], [1.225, -3.344, 0.177], [-0.556, -1.579, -4.794], [-1.587, 1.065, 5.683], [-0.137, -0.940, 3.903], [-0.125, 1.415, -4.605], [-0.696, -1.454, 5.020], [0.075, 2.779, -4.410], [0.220, 4.388, -2.940], [-1.443, 1.144, 4.339], [-0.606, -3.683, -3.545], [1.720, 1.832, 1.623], [-0.517, -1.005, -5.721], [-0.544, 1.197, -2.286], [0.193, 0.864, 2.523], [-0.604, -3.518, -5.701], [-1.572, 2.446, 3.984], [-0.538, -0.880, -3.582], [-0.053, 0.940, -5.579], [1.113, -1.452, 3.791], [-0.073, 0.591, 3.878], [0.098, 2.689, 1.564], [1.100, 2.702, 3.081], [0.207, -3.457, 1.760], [1.051, 1.093, 4.841], [-1.210, -0.213, -0.301], [-0.607, -4.772, -3.499], [-0.589, -2.983, -4.760], [0.291, 3.412, -5.279], [-0.600, -2.942, -2.372], [2.212, 0.066, -0.513], [1.118, 0.338, 5.959], [-0.873, -1.368, 2.830], [0.823, 2.125, 2.194], [2.262, 1.026, 4.231], [-0.580, -3.399, -1.372], [0.025, 3.341, -3.122], [-2.474, 0.452, 3.774], [0.848, 2.395, 5.217]], "forces_ev_per_a": [[-0.026, 1.387, 0.259], [-1.033, 0.511, -0.928], [0.047, -0.282, -1.751], [-0.105, -0.025, -0.227], [-0.030, 0.318, -0.177], [-0.348, -0.106, -0.258], [0.142, -0.130, 0.600], [0.146, -0.021, 0.414], [0.068, 0.054, -1.029], [0.659, -2.011, -0.601], [-0.049, -0.396, 0.463], [0.226, 0.516, -0.736], [-0.013, 0.243, 0.047], [0.049, 0.003, -0.121], [-0.811, 0.485, 0.461], [0.141, 0.240, -0.358], [-0.424, 0.426, 0.101], [-0.060, -0.551, 0.120], [0.292, -0.259, -0.443], [-0.475, 0.358, 1.008], [0.018, -0.052, 0.074], [-0.047, -0.874, 0.071], [-0.094, -1.539, 0.283], [0.111, 0.428, 0.057], [-1.334, 0.580, 0.244], [0.107, 0.107, -0.522], [0.589, -0.180, 0.422], [-0.263, -0.018, -0.436], [0.459, -0.238, -0.023], [1.145, 0.116, 0.446], [1.208, -1.077, 2.394], [0.013, 0.332, -0.142], [-0.087, 0.388, 0.152], [-0.066, -0.242, 0.436], [0.018, 0.913, -0.626], [-0.287, 0.293, -0.221], [-0.187, 0.721, -0.767], [0.507, 0.363, 1.280], [0.099, 0.096, -0.505], [-1.173, 0.078, 0.623], [-0.016, 0.307, -0.377], [-0.086, -0.794, 0.126], [0.805, 0.763, 0.360], [0.167, -1.230, -0.194]], "fmax_ev_per_a": 2.89, "e_homo_ha": [-0.1479, -0.1477], "charge": 0, "gap_ev": [2.955, 2.947], "total_energy_ha": -2024.76850}